#1
ORCA calculation (wB97M-V/def2-TZVPD) on a structure of composition C21H35GeN3O4Se4SiTe2W.

Output
Spin multiplicity   1
Kohn-Sham gap (alpha / beta)   4.930 / 4.926 eV
E_LUMO (alpha / beta)   -2.3 / -2.3 eV
E_HOMO (alpha / beta)   -7.26 / -7.26 eV

Geometry as XYZ:
```
72
C21H35GeN3O4Se4SiTe2W, DFT wB97M-V/def2-TZVPD
W 0.212 -0.509 -0.071
O -0.789 1.336 5.366
C -0.619 2.380 4.579
O -0.507 3.501 5.005
C -0.575 2.164 3.095
C -0.398 3.241 2.244
N -0.378 2.764 0.996
N -0.558 1.443 0.944
C -0.643 1.058 2.227
C -0.623 -0.409 2.611
O -0.673 -0.763 3.774
O -0.606 -1.270 1.629
H -0.783 0.482 4.854
H -0.281 4.287 2.471
H -0.234 3.269 0.133
Se -0.143 0.337 -2.450
Te -0.254 1.571 -4.620
Te 3.210 2.376 -2.866
Se 1.995 0.905 -1.232
C 2.642 -1.310 -3.862
Si 1.592 -2.788 -3.779
C -0.170 -2.700 -4.297
C 2.306 -4.425 -3.309
Se 0.672 -2.631 -0.864
H 3.706 -1.526 -3.959
H 2.503 -0.766 -2.918
H 2.311 -0.626 -4.648
H -0.527 -3.633 -4.735
H -0.336 -1.864 -4.981
H -0.761 -2.500 -3.399
H 2.212 -5.152 -4.119
H 1.750 -4.805 -2.453
H 3.356 -4.340 -3.030
C -7.104 0.443 0.853
C -5.692 0.373 1.420
C -4.972 -0.922 1.052
C -3.462 -0.853 1.328
Ge -2.508 -0.463 -0.356
C -3.521 0.776 -1.517
C -3.813 0.170 -2.891
C -4.247 1.203 -3.934
C -5.294 2.193 -3.433
H -7.603 1.371 1.134
H -7.712 -0.386 1.221
H -7.088 0.386 -0.238
H -5.728 0.457 2.510
H -5.110 1.230 1.064
H -5.162 -1.151 -0.004
H -5.408 -1.747 1.623
H -3.072 -1.804 1.686
H -3.271 -0.116 2.113
H -2.760 -1.799 -1.120
H -2.992 1.728 -1.627
H -4.452 0.985 -0.987
H -4.586 -0.598 -2.790
H -2.915 -0.335 -3.263
H -4.648 0.671 -4.801
H -3.364 1.743 -4.287
H -6.149 1.678 -2.986
H -5.668 2.808 -4.252
H -4.882 2.868 -2.683
Se 2.301 -0.184 1.470
C 2.515 -1.391 2.951
C 2.364 -0.952 4.256
C 2.531 -1.870 5.282
N 2.863 -3.143 5.091
C 3.027 -3.543 3.833
C 2.851 -2.719 2.732
H 2.119 0.078 4.477
H 2.385 -1.562 6.312
H 3.315 -4.580 3.695
H 2.965 -3.106 1.728
```



#2
ORCA calculation (wB97M-V/def2-TZVPD) on a structure of composition C21H35GeN3O4Se4SiTe2W.

Output
Spin multiplicity   1
Kohn-Sham gap (alpha / beta)   5.612 / 5.745 eV
E_LUMO (alpha / beta)   -2.4 / -2.4 eV
E_HOMO (alpha / beta)   -8.01 / -8.11 eV

Geometry as XYZ:
```
72
C21H35GeN3O4Se4SiTe2W, DFT wB97M-V/def2-TZVPD
W -1.170 0.387 -1.930
O 4.713 2.426 -1.760
C 4.797 1.445 -2.648
O 5.841 1.134 -3.162
C 3.546 0.703 -2.977
C 3.543 -0.404 -3.790
N 2.274 -0.848 -3.841
N 1.442 -0.109 -3.107
C 2.189 0.847 -2.592
C 1.492 1.917 -1.828
O 2.118 2.707 -1.142
O 0.202 1.975 -2.004
H 3.779 2.572 -1.460
H 4.354 -0.882 -4.314
H 1.930 -1.652 -4.332
Se -0.121 -1.610 -0.560
Te -2.383 -2.975 -5.634
Te -1.622 -2.040 -3.385
Se -1.689 0.593 -4.271
C -5.720 -2.111 -4.168
Si -5.104 -2.585 -2.471
C -6.417 -2.221 -1.192
C -4.360 -4.288 -2.279
Se -3.535 -1.078 -1.837
H -6.734 -1.717 -4.064
H -5.750 -2.953 -4.855
H -5.100 -1.333 -4.611
H -7.412 -2.307 -1.633
H -6.318 -1.209 -0.797
H -6.355 -2.920 -0.356
H -4.734 -4.733 -1.354
H -3.277 -4.254 -2.213
H -4.634 -4.942 -3.105
C 1.085 -3.136 4.581
C 0.670 -2.218 3.440
C 0.056 -0.908 3.929
C -0.388 0.050 2.811
Ge 0.552 -0.028 1.090
C 2.493 0.141 1.286
C 2.847 1.113 2.416
C 4.352 1.190 2.682
C 4.900 -0.049 3.381
H 1.492 -4.079 4.212
H 0.234 -3.370 5.224
H 1.848 -2.665 5.204
H -0.047 -2.729 2.789
H 1.543 -1.994 2.818
H 0.771 -0.408 4.588
H -0.806 -1.149 4.559
H -0.256 1.097 3.094
H -1.445 -0.077 2.570
H 0.064 1.202 0.315
H 2.852 0.540 0.336
H 2.966 -0.833 1.423
H 2.339 0.823 3.342
H 2.475 2.108 2.158
H 4.566 2.074 3.288
H 4.873 1.341 1.731
H 4.375 -0.225 4.324
H 5.962 0.058 3.606
H 4.787 -0.945 2.768
Se -2.755 1.640 -0.457
C -1.836 3.217 0.109
C -1.319 4.173 -0.750
C -0.708 5.292 -0.200
N -0.600 5.516 1.106
C -1.124 4.605 1.920
C -1.744 3.445 1.478
H -1.378 4.057 -1.821
H -0.281 6.045 -0.853
H -1.044 4.805 2.984
H -2.157 2.743 2.190
```



The most stable of them is #2.



#1
ORCA calculation (wB97M-V/def2-TZVPD) on the molecule C8H12N2.

Output
Spin multiplicity   1
Kohn-Sham gap   8.335 eV
E_LUMO   1.0 eV
E_HOMO   -7.37 eV

Geometry as XYZ:
```
22
C8H12N2, DFT wB97M-V/def2-TZVPD
C 2.712 1.245 0.128
C 1.270 0.641 0.012
C 0.148 1.318 0.120
C -1.140 0.724 -0.141
N -2.160 1.652 -0.392
C -1.319 -0.603 0.018
C -2.720 -1.215 0.136
C -0.170 -1.392 0.128
C 1.198 -0.662 -0.109
N 2.384 -1.397 -0.358
H 2.730 2.295 -0.030
H 3.200 1.208 1.193
H 3.513 0.606 -0.341
H 0.037 2.306 0.228
H -2.005 2.611 -0.143
H -3.089 1.395 -0.294
H -3.259 -0.807 1.003
H -3.289 -1.015 -0.725
H -2.603 -2.352 0.119
H -0.345 -2.478 0.464
H 2.557 -2.155 0.214
H 2.353 -1.924 -1.229
```



#2
ORCA calculation (wB97M-V/def2-TZVPD) on a cluster of 2 separate species, C8H12N2 in total.

Output
Spin multiplicity   1
Kohn-Sham gap   9.514 eV
E_LUMO   0.8 eV
E_HOMO   -8.73 eV

Geometry as XYZ:
```
22
C8H12N2, DFT wB97M-V/def2-TZVPD
C 3.224 -0.185 -0.506
C 2.005 -0.451 -1.041
C 1.917 0.644 0.876
C -1.172 0.576 0.052
C -0.144 -0.256 0.112
C -1.015 1.964 -0.389
C -2.600 0.106 0.229
C -0.487 -2.336 0.526
N 3.152 0.487 0.643
N 1.153 0.092 -0.073
H 4.232 -0.475 -0.926
H 1.708 -0.864 -1.947
H 1.674 1.190 1.812
H -0.959 2.541 0.408
H -1.778 2.344 -1.109
H -0.105 2.178 -0.852
H -2.873 -0.981 -0.047
H -3.344 0.770 -0.380
H -2.960 0.308 1.281
H -1.349 -2.555 -0.095
H 0.338 -2.712 -0.139
H -0.615 -2.385 1.564
```



The most stable of them is #1.



#1
ORCA calculation (wB97M-V/def2-TZVPD) on a structure of composition C18H25N3O2.

Output
Spin multiplicity   1
Kohn-Sham gap   8.117 eV
E_LUMO   0.3 eV
E_HOMO   -7.80 eV

Geometry as XYZ:
```
48
C18H25N3O2, DFT wB97M-V/def2-TZVPD
C -2.099 -2.658 -1.900
C -1.471 -2.399 -0.624
C -2.097 -2.075 0.537
C -1.181 -2.012 1.505
C -0.024 -2.276 0.719
O -0.338 -2.442 -0.389
C 1.284 -2.098 1.492
N 1.971 -0.638 1.113
C 1.498 0.359 2.096
C 0.352 1.074 1.737
N 0.515 1.928 0.473
C 0.782 0.808 -0.635
H 0.061 -0.153 -0.811
C 2.142 -0.009 -0.061
C 3.373 0.767 -0.289
H 3.048 1.769 0.245
H 4.148 0.237 0.607
C 3.991 0.738 -1.467
O 4.839 -0.284 -1.900
H 4.136 -1.098 -1.529
H 3.217 0.969 -2.409
H 4.653 1.685 -1.455
H 2.222 -0.825 -0.735
H 1.044 1.262 -1.306
C -0.486 2.805 -0.222
C -1.718 1.967 -0.239
C -2.698 1.536 0.801
C -3.816 1.147 0.511
N -4.223 0.445 -0.532
C -3.260 0.667 -1.559
C -2.106 1.532 -1.529
H -1.491 1.551 -2.448
H -3.542 0.331 -2.570
H -4.598 0.660 1.302
H -2.561 2.054 1.794
H -0.557 3.597 0.835
H -0.111 3.128 -1.069
H -0.560 0.468 1.982
H 0.099 1.960 2.486
H 2.260 1.167 2.428
H 1.431 -0.235 3.305
H 1.297 -2.211 2.610
H 1.887 -2.696 0.755
H -1.421 -1.932 2.605
H -3.419 -2.067 0.654
H -1.821 -3.762 -2.276
H -1.565 -2.135 -2.673
H -3.085 -2.605 -1.967
```



#2
ORCA calculation (wB97M-V/def2-TZVPD) on the molecule C18H25N3O2.

Output
Spin multiplicity   1
Kohn-Sham gap   7.183 eV
E_LUMO   -0.5 eV
E_HOMO   -7.65 eV

Geometry as XYZ:
```
48
C18H25N3O2, DFT wB97M-V/def2-TZVPD
C -4.414 -4.828 -0.638
C -4.951 -3.679 0.290
C -3.805 -3.321 1.107
C -4.106 -2.147 2.200
C -4.645 -0.624 1.639
C -3.501 -0.081 0.718
C -2.019 0.177 1.373
C -2.239 1.211 2.263
C -0.813 1.409 2.898
C 0.110 1.973 2.026
O 0.311 2.993 1.608
N 0.962 1.017 1.221
N 1.638 1.361 0.323
C 2.383 2.233 -0.050
N 3.072 2.576 -1.119
C 3.422 1.419 -1.831
C 4.110 1.681 -2.875
C 4.368 0.569 -3.835
C 3.548 -0.750 -3.772
C 2.947 -0.941 -2.569
C 2.658 0.270 -1.768
C 2.002 -0.090 -0.546
O 1.250 -1.096 -0.246
H -5.389 -5.048 -1.258
H -4.154 -5.611 -0.014
H -3.682 -4.414 -1.172
H -5.603 -3.851 0.944
H -5.102 -2.747 -0.491
H -3.039 -4.232 1.703
H -2.743 -2.783 0.519
H -3.031 -2.092 2.754
H -4.824 -2.642 2.988
H -5.339 -1.161 1.236
H -4.736 -0.203 2.420
H -4.032 0.624 0.240
H -3.571 -0.668 -0.353
H -1.724 -0.677 1.610
H -1.537 0.595 0.433
H -2.911 0.905 3.069
H -2.577 2.059 1.998
H -0.420 0.382 3.460
H -0.931 2.002 3.720
H 0.782 -0.001 1.497
H 2.181 3.035 0.543
H 4.579 2.693 -3.053
H 4.853 0.649 -4.766
H 3.700 -1.464 -4.669
H 2.506 -1.901 -2.358
```



#3
ORCA calculation (wB97M-V/def2-TZVPD) on a structure of composition C18H25N3O2.

Output
Spin multiplicity   1
Kohn-Sham gap   8.744 eV
E_LUMO   0.5 eV
E_HOMO   -8.21 eV

Geometry as XYZ:
```
48
C18H25N3O2, DFT wB97M-V/def2-TZVPD
N -0.971 -0.734 -0.704
C -2.195 -1.318 -0.543
O -2.388 -2.609 -0.580
C -3.259 -0.422 -0.182
C -3.681 0.353 -1.564
C -2.729 1.335 -1.906
N -1.822 1.940 -0.760
C -2.648 1.907 0.217
C -2.818 0.498 0.857
H -3.648 0.677 1.667
H -2.005 0.063 1.485
H -3.600 2.296 0.113
H -2.007 2.724 0.884
C -1.376 3.012 -1.342
C -0.019 3.396 -0.691
C 0.963 2.254 -0.466
O 1.640 2.153 -1.550
N 0.918 1.532 0.616
C 1.373 0.225 0.750
C 1.198 -0.357 2.169
C 1.842 -1.584 2.317
C 2.691 -2.246 1.706
C 2.901 -1.620 0.369
C 2.399 -0.366 0.127
H 2.569 -0.063 -1.214
C 3.847 -2.359 -0.512
H 3.477 -2.772 -1.288
H 4.586 -1.914 -0.993
C 4.561 -3.331 0.693
H 5.378 -2.849 1.063
H 4.683 -4.415 0.113
C 3.457 -3.471 1.533
H 2.665 -4.284 1.456
H 3.904 -3.509 2.616
H 1.613 -1.963 3.344
H 0.376 0.016 2.777
H 0.237 1.764 1.093
H 0.387 4.313 -0.792
H -0.322 3.658 0.479
H -0.979 2.753 -2.280
H -2.048 4.062 -1.249
H -3.367 2.000 -2.168
H -2.073 0.825 -2.675
H -3.883 -0.414 -2.138
H -4.662 0.588 -1.155
H -4.111 -0.997 0.187
H -0.907 0.374 -0.814
H -0.148 -1.123 -1.065
```



The most stable of them is #3.



#1
ORCA calculation (wB97M-V/def2-TZVPD) on the molecule C3H6FN3.

Output
Spin multiplicity   1
Kohn-Sham gap (alpha / beta)   7.472 / 7.812 eV
E_LUMO (alpha / beta)   0.6 / 0.5 eV
E_HOMO (alpha / beta)   -6.89 / -7.33 eV

Geometry as XYZ:
```
13
C3H6FN3, DFT wB97M-V/def2-TZVPD
C 0.776 0.955 0.099
C 1.760 -0.104 0.037
C 1.509 -1.402 0.000
N -0.486 0.750 -0.061
N -1.250 -0.310 0.269
N -2.521 -0.037 -0.138
F 3.071 0.246 0.088
H 1.028 1.971 0.071
H 0.591 -1.780 -0.097
H 2.277 -2.076 -0.353
H -0.982 1.661 -0.175
H -2.869 0.945 0.012
H -2.904 -0.819 0.250
```



#2
ORCA calculation (wB97M-V/def2-TZVPD) on a structure of composition C3H6FN3.

Output
Spin multiplicity   1
Kohn-Sham gap   8.044 eV
E_LUMO   0.2 eV
E_HOMO   -7.82 eV

Geometry as XYZ:
```
13
C3H6FN3, DFT wB97M-V/def2-TZVPD
C 1.880 0.402 0.079
C 0.567 0.860 0.224
C -0.739 0.141 0.147
H 3.502 -0.922 -0.192
H 1.801 -1.485 0.732
H 2.516 1.407 -0.153
H -0.778 -1.055 -0.524
H -2.732 -1.309 -0.077
H -3.967 0.069 -0.120
N 2.225 -0.892 -0.092
N -1.885 0.766 0.331
N -2.843 -0.247 -0.201
F 0.455 2.265 -0.155
```



The most stable of them is #1.



#1
ORCA calculation (wB97M-V/def2-TZVPD) on a cluster of 2 separate species, C2H8NO in total.

Output
Charge   +1
Spin multiplicity   1
Kohn-Sham gap   10.467 eV
E_LUMO   -3.9 eV
E_HOMO   -14.32 eV

Geometry as XYZ:
```
12
C2H8NO, DFT wB97M-V/def2-TZVPD
N -0.726 -1.602 -0.778
H -1.284 -1.372 -1.601
H -1.211 -2.104 -0.028
H -0.358 -0.714 -0.364
H -0.041 -2.293 -1.093
C -0.280 1.747 0.480
C 0.638 0.911 0.897
O 1.249 -0.057 0.032
H -0.732 2.432 1.178
H -0.476 1.845 -0.580
H 1.077 0.912 1.897
H 2.144 0.295 -0.038
```



#2
ORCA calculation (wB97M-V/def2-TZVPD) on a cluster of 2 separate species, C2H8NO in total.

Output
Charge   +1
Spin multiplicity   1
Kohn-Sham gap   10.825 eV
E_LUMO   -4.6 eV
E_HOMO   -15.42 eV

Geometry as XYZ:
```
12
C2H8NO, DFT wB97M-V/def2-TZVPD
C -0.259 -0.136 -1.349
C 0.907 0.285 1.278
N -0.833 -0.158 0.024
O 0.644 0.835 2.397
H 0.258 0.772 -1.658
H 0.335 -0.992 -1.526
H -1.111 -0.149 -2.014
H 1.139 -0.699 1.253
H 1.102 0.957 0.433
H -0.924 -1.232 0.271
H -1.615 0.411 0.016
H 0.775 0.236 3.177
```



#3
ORCA calculation (wB97M-V/def2-TZVPD) on a cluster of 2 separate species, C2H8NO in total.

Output
Charge   +1
Spin multiplicity   1
Kohn-Sham gap   10.404 eV
E_LUMO   -5.3 eV
E_HOMO   -15.70 eV

Geometry as XYZ:
```
12
C2H8NO, DFT wB97M-V/def2-TZVPD
O 0.503 2.858 -0.810
H -0.975 0.110 0.632
H 0.115 3.613 -0.355
H 1.017 3.261 -1.520
C -0.757 -1.998 0.694
C 0.692 -0.239 -0.250
N -0.241 -0.594 0.554
H -1.218 -2.261 -0.255
H -1.495 -1.984 1.480
H 0.076 -2.659 0.894
H 0.830 0.823 -0.445
H 1.453 -0.930 -0.618
```



The most stable of them is #3.



#1
ORCA calculation (wB97M-V/def2-TZVPD) on a cluster of 2 separate species, C2H8NO in total.

Output
Charge   +1
Spin multiplicity   1
Kohn-Sham gap   10.478 eV
E_LUMO   -5.3 eV
E_HOMO   -15.78 eV

Geometry as XYZ:
```
12
C2H8NO, DFT wB97M-V/def2-TZVPD
O -0.219 -2.529 0.211
H -0.845 -3.088 0.713
H 0.521 -3.195 0.109
H -0.522 1.921 -1.214
C 0.461 1.489 -0.917
C 0.129 0.342 -0.099
N -0.345 0.590 1.097
H 0.986 1.214 -1.869
H 1.161 2.204 -0.363
H -0.121 -0.516 -0.772
H -0.318 1.549 1.342
H -0.888 0.018 1.762
```



#2
ORCA calculation (wB97M-V/def2-TZVPD) on a cluster of 2 separate species, C2H8NO in total.

Output
Charge   +1
Spin multiplicity   1
Kohn-Sham gap   11.073 eV
E_LUMO   -3.7 eV
E_HOMO   -14.81 eV

Geometry as XYZ:
```
12
C2H8NO, DFT wB97M-V/def2-TZVPD
N 0.921 2.037 0.579
H 0.496 2.913 0.507
H 1.958 2.083 0.381
H 0.806 1.594 1.462
H 0.649 1.202 0.107
O 0.217 0.059 -0.976
C -0.294 -1.086 -1.044
C -1.131 -1.606 -0.031
H 0.110 -1.682 -1.915
H -0.743 -1.217 0.886
H -0.746 -2.634 0.120
H -2.242 -1.664 -0.078
```



#3
ORCA calculation (wB97M-V/def2-TZVPD) on the ion C2H8NO with charge +1.

Output
Charge   +1
Spin multiplicity   1
Kohn-Sham gap   10.683 eV
E_LUMO   -4.2 eV
E_HOMO   -14.86 eV

Geometry as XYZ:
```
12
C2H8NO, DFT wB97M-V/def2-TZVPD
N -0.210 -1.320 0.863
C -0.494 0.173 0.383
C 0.195 0.538 -0.966
O 1.392 1.371 -0.579
H -0.147 -2.023 0.107
H -1.118 -1.737 1.316
H 0.676 -1.373 1.504
H -0.099 0.732 1.211
H -1.589 0.364 0.132
H 0.750 -0.122 -1.568
H -0.534 1.131 -1.543
H 1.178 2.267 -0.861
```



The most stable of them is #1.



#1
ORCA calculation (wB97M-V/def2-TZVPD) on the molecule C6H10N2O2.

Output
Spin multiplicity   1
Kohn-Sham gap   9.476 eV
E_LUMO   0.8 eV
E_HOMO   -8.65 eV

Geometry as XYZ:
```
20
C6H10N2O2, DFT wB97M-V/def2-TZVPD
C 0.397 2.155 -0.371
N 0.641 0.689 -0.253
C 1.913 0.185 0.082
O 2.984 0.754 -0.075
N 1.645 -1.061 0.618
C 0.309 -1.608 0.350
O 0.134 -2.419 -0.764
C -0.406 -0.152 0.042
C -1.627 0.193 0.893
C -1.756 -0.120 -0.583
H -0.232 2.262 0.544
H 1.384 2.569 -0.535
H -0.331 2.358 -1.129
H 2.467 -1.592 0.862
H -0.131 -2.120 1.157
H 0.674 -2.085 -1.472
H -1.862 1.118 1.331
H -1.889 -0.707 1.418
H -2.224 -1.048 -0.860
H -2.090 0.628 -1.256
```



#2
ORCA calculation (wB97M-V/def2-TZVPD) on a cluster of 2 separate species, C6H10N2O2 in total.

Output
Spin multiplicity   1
Kohn-Sham gap   10.715 eV
E_LUMO   0.6 eV
E_HOMO   -10.16 eV

Geometry as XYZ:
```
20
C6H10N2O2, DFT wB97M-V/def2-TZVPD
C -0.479 -0.613 -1.328
C -0.820 0.069 0.007
C -0.418 1.550 -0.039
C -2.318 -0.063 0.303
C -0.029 -0.595 1.033
N 0.808 -1.113 1.629
O 1.701 -1.663 2.216
H -0.671 -1.681 -1.279
H -1.088 -0.187 -2.118
H 0.566 -0.456 -1.584
H -0.674 2.045 0.894
H 0.650 1.659 -0.207
H -0.947 2.043 -0.850
H -2.883 0.383 -0.513
H -2.571 0.458 1.223
H -2.607 -1.109 0.395
N 3.175 1.406 -0.104
C 3.016 0.274 -0.116
O 2.810 -0.973 -0.214
H 2.777 -1.433 0.653
```



#3
ORCA calculation (wB97M-V/def2-TZVPD) on the molecule C6H10N2O2.

Output
Spin multiplicity   1
Kohn-Sham gap   10.355 eV
E_LUMO   0.5 eV
E_HOMO   -9.81 eV

Geometry as XYZ:
```
20
C6H10N2O2, DFT wB97M-V/def2-TZVPD
N -1.270 2.957 0.056
C -1.394 1.705 -0.399
O -2.388 1.622 -1.168
C -0.161 0.886 -0.683
C -0.398 -0.635 -0.936
C 0.578 -0.930 0.210
C 1.566 -2.053 0.275
O 0.954 -3.287 0.601
N 0.115 -0.336 1.448
C 0.766 0.531 0.483
H -0.692 3.073 0.880
H -2.183 3.380 -0.517
H 0.387 1.341 -1.519
H -0.028 -0.959 -1.915
H -1.426 -0.996 -0.796
H 2.354 -1.796 1.002
H 2.039 -2.189 -0.707
H 0.418 -3.163 1.391
H -0.897 -0.229 1.509
H 1.660 1.078 0.785
```



The most stable of them is #1.